ORCA calculation (the ωB97M-V functional and the def2-TZVPD basis) on 6 unconnected molecules or ions with the total composition C41H86F3IO12Si2 at a distorted geometry.

Geometry as XYZ:
```
145
Properties=species:S:1:pos:R:3:forces:R:3
C -0.417960 5.653284 0.246173 -0.69 0.07 -0.67
C -1.676966 5.339896 1.140943 0.19 0.81 0.30
C -1.392435 4.453341 2.425119 -0.72 0.61 -0.39
I 0.512541 5.043132 3.330488 -0.52 -0.20 -0.05
Si -1.534525 2.557806 2.118318 1.18 0.24 -0.46
C -1.295074 2.117499 0.251575 0.49 -0.14 -0.71
C -1.150344 0.562224 0.041325 0.97 1.18 0.50
O -1.617044 0.104759 -1.247376 -0.27 -1.09 1.04
C -1.665173 -1.317045 -1.197924 -0.14 -0.46 -0.49
C -0.253875 -1.994000 -1.285087 0.54 -0.70 0.70
F -0.411883 -3.315096 -1.696167 0.30 1.79 0.21
F 0.636586 -1.357490 -2.104741 -1.29 -0.90 0.77
F 0.367365 -2.085338 -0.043676 -0.76 0.20 -1.45
C -0.243884 1.578899 3.182137 -1.05 -0.54 0.27
O 0.892561 1.244960 2.358930 0.68 0.23 1.35
C 2.047758 1.010766 3.100138 2.58 -0.58 1.06
C 2.045253 0.385217 4.419936 1.39 0.45 -0.54
C 3.287857 0.165213 5.169738 0.91 0.60 -0.78
C 3.241816 -0.469115 6.608613 -0.36 0.60 -1.08
C 4.579836 0.560026 4.622711 -2.42 0.54 -2.02
C 4.581977 1.153640 3.263451 -1.55 -0.61 1.29
C 3.351148 1.388023 2.494111 0.62 -0.34 1.32
C 3.424527 2.026415 1.050004 0.04 -1.02 0.09
C 2.683173 1.024126 0.031432 0.18 0.69 0.87
C 4.895178 2.197917 0.523495 0.24 -0.29 0.11
Si -3.680360 1.917049 2.592423 -1.51 -0.80 0.09
C -4.851299 3.388756 2.925850 -0.94 0.34 -0.10
C -4.403039 1.000352 1.049876 -0.38 0.69 -0.03
C -3.798644 0.700584 4.058248 -0.75 -0.10 -0.03
H -0.798696 6.096252 -0.722468 0.43 -0.58 0.90
H 0.151667 4.715475 0.004576 -0.40 0.99 0.26
H 0.259453 6.435153 0.681220 -0.64 -0.99 -0.18
H -2.502548 4.889543 0.512549 0.92 0.19 0.67
H -2.090858 6.331459 1.493384 0.41 -0.98 -0.34
H -2.172844 4.720076 3.196470 1.00 -0.26 -0.67
H -2.129275 2.547637 -0.375881 0.75 -0.52 0.67
H -0.342790 2.595636 -0.099661 -0.83 -0.31 0.15
H -1.689538 0.048079 0.883460 0.43 0.01 -0.86
H -0.043990 0.341917 0.082887 -1.29 0.00 0.41
H -2.279911 -1.736988 -2.045091 0.76 0.76 0.65
H -2.148024 -1.697670 -0.251831 0.57 0.37 -0.76
H 0.062896 2.134066 4.106588 -0.20 -0.33 -0.84
H -0.788676 0.649700 3.545141 0.80 0.71 -0.37
H 1.094880 0.055171 4.915021 0.96 0.41 -0.66
H 4.257918 -0.433309 7.089501 -1.09 -0.04 -0.48
H 2.895821 -1.533275 6.508220 0.24 0.99 0.38
H 2.504040 0.153545 7.193814 0.78 -0.94 -0.29
H 5.551320 0.441007 5.166064 -1.20 0.03 -0.48
H 5.593519 1.431527 2.870984 -1.31 -0.19 0.15
H 2.902899 3.017860 1.101809 0.40 -0.80 -0.22
H 3.233683 1.015088 -0.942648 -0.67 -0.02 0.71
H 1.618474 1.372279 -0.088041 1.17 -0.63 -0.08
H 2.726160 0.008761 0.517245 -0.27 0.88 -0.80
H 5.513583 2.929404 1.111767 -0.70 -0.52 -0.59
H 5.441044 1.210406 0.584919 -0.63 0.89 -0.06
H 4.896773 2.476869 -0.570130 -0.11 -0.06 1.21
H -4.382142 4.400410 2.825888 -0.39 -0.83 0.25
H -5.351252 3.288022 3.934142 0.68 0.24 -0.93
H -5.701038 3.359037 2.177474 0.92 0.03 0.70
H -3.943278 -0.004806 0.882252 -0.43 0.89 -0.09
H -5.523461 0.902138 1.170457 1.18 -0.07 -0.03
H -4.250990 1.701725 0.176138 -0.06 -1.06 0.64
H -3.096675 -0.158512 3.908578 -0.50 0.72 0.48
H -3.681564 1.234554 5.035556 0.24 -0.68 -0.72
H -4.854483 0.289564 4.047953 1.09 0.34 0.03
C 2.935166 0.529553 -4.091167 -0.03 0.07 0.15
O 4.187048 1.112777 -3.759647 -0.06 -0.20 -0.20
C 5.284716 0.251298 -4.040660 0.12 0.45 0.11
C 5.973065 0.638213 -5.339863 -0.11 -0.46 -0.11
O 5.123268 0.421763 -6.460658 -0.04 0.24 0.18
C 4.517819 1.619014 -6.925012 0.01 -0.08 -0.09
H 2.181855 1.318542 -4.089100 0.08 0.02 0.08
H 2.948448 0.065817 -5.080297 0.06 -0.02 0.01
H 2.663623 -0.216919 -3.337970 -0.07 -0.05 -0.08
H 4.964001 -0.795334 -4.064644 -0.01 0.04 -0.09
H 5.997971 0.364782 -3.218106 0.02 -0.04 -0.01
H 6.851105 -0.000690 -5.476726 0.02 0.02 0.04
H 6.316298 1.677408 -5.305263 -0.08 -0.01 0.05
H 5.248866 2.213860 -7.481940 -0.05 0.11 0.02
H 4.108521 2.214413 -6.105560 0.03 0.00 -0.01
H 3.702968 1.347700 -7.596651 0.09 -0.06 0.00
C -1.320369 -5.251260 7.877914 -0.08 -0.01 0.06
O -1.239530 -4.300965 8.930817 0.15 0.03 -0.26
C -0.046122 -3.528214 8.869649 -0.37 0.21 0.29
C -0.309975 -2.149843 8.278161 0.37 -0.20 -0.29
O -0.687015 -2.233444 6.907379 -0.21 -0.03 0.21
C -2.087687 -2.108527 6.718394 0.09 0.04 -0.11
H -2.345747 -5.620431 7.830914 0.03 0.03 0.11
H -1.064424 -4.812108 6.911381 0.06 -0.03 0.01
H -0.652899 -6.093747 8.086811 0.02 -0.03 -0.12
H 0.731654 -4.055601 8.307533 -0.05 0.07 -0.07
H 0.308684 -3.404005 9.897600 0.04 0.02 -0.01
H 0.614940 -1.565679 8.318179 0.01 -0.01 0.05
H -1.068797 -1.616216 8.859924 -0.02 -0.10 0.00
H -2.386569 -1.060613 6.828804 -0.11 -0.01 0.03
H -2.650976 -2.726103 7.421927 0.03 0.02 0.02
H -2.322919 -2.434946 5.704497 0.10 0.03 0.01
C -3.274380 -0.219542 -7.020303 -0.05 0.14 0.07
O -4.214774 -0.422111 -5.976027 0.14 -0.24 -0.18
C -5.014903 -1.581588 -6.178408 -0.03 0.21 0.44
C -4.527123 -2.748350 -5.334092 0.02 -0.21 -0.46
O -3.241857 -3.193246 -5.753539 -0.02 0.30 0.19
C -2.200738 -2.712771 -4.918249 0.02 -0.12 -0.06
H -2.546077 0.518075 -6.681242 -0.09 0.01 0.04
H -2.743493 -1.139199 -7.276223 -0.04 -0.02 0.00
H -3.782920 0.171116 -7.907574 0.07 -0.04 -0.08
H -5.047118 -1.853059 -7.238608 0.07 -0.05 0.05
H -6.032127 -1.325072 -5.866601 -0.02 -0.04 -0.02
H -5.214689 -3.589362 -5.466858 -0.03 0.03 0.02
H -4.520279 -2.484828 -4.271042 0.01 0.08 -0.05
H -2.188952 -3.276640 -3.979156 0.07 0.05 0.06
H -2.306970 -1.645697 -4.704701 -0.04 0.00 -0.01
H -1.252451 -2.869929 -5.432723 -0.07 -0.07 0.00
C -1.641880 -6.624008 4.140577 -0.01 0.13 0.13
O -0.393752 -6.046004 4.490566 -0.08 -0.28 -0.19
C 0.699222 -6.922728 4.230560 0.13 0.46 0.12
C 1.413694 -6.544889 2.944570 -0.01 -0.50 -0.11
O 0.585562 -6.743226 1.805609 -0.08 0.28 0.27
C 0.019438 -5.521528 1.359108 -0.05 -0.03 -0.24
H -2.389704 -5.830016 4.123751 0.07 0.01 0.07
H -1.612494 -7.094039 3.155118 0.04 -0.02 0.02
H -1.932724 -7.364489 4.893233 -0.07 -0.07 -0.07
H 0.364546 -7.964980 4.205345 0.00 0.04 -0.10
H 1.401751 -6.816501 5.063156 0.01 -0.02 0.00
H 2.286447 -7.193974 2.822518 0.02 0.02 0.05
H 1.768228 -5.509947 2.988749 -0.06 -0.02 0.06
H 0.776392 -4.933124 0.831562 -0.06 0.11 0.02
H -0.389288 -4.935376 2.185893 0.04 -0.01 0.01
H -0.789542 -5.753879 0.665365 0.09 -0.07 -0.01
C 0.959512 2.674242 -7.983734 0.16 -0.01 0.05
O 1.535562 3.938997 -7.696478 -0.29 -0.09 -0.09
C 0.960029 4.988331 -8.466564 0.28 0.17 0.36
C -0.049729 5.784157 -7.654655 -0.29 -0.14 -0.36
O -1.187563 4.995820 -7.321913 0.28 -0.06 0.17
C -1.144002 4.512426 -5.987806 -0.13 0.01 -0.05
H 1.259373 1.978491 -7.198948 0.06 0.08 -0.01
H -0.131676 2.717337 -8.010334 0.00 0.04 -0.03
H 1.336952 2.305459 -8.943274 -0.10 -0.08 -0.03
H 0.503769 4.595698 -9.381183 -0.07 0.01 0.07
H 1.777549 5.654635 -8.758726 -0.03 0.02 -0.03
H -0.407792 6.620466 -8.262988 0.04 0.02 0.00
H 0.413591 6.198757 -6.753414 0.05 -0.09 -0.03
H -1.388567 5.320677 -5.290968 0.06 -0.04 0.09
H -0.165697 4.095699 -5.736440 0.01 0.04 -0.02
H -1.892505 3.725624 -5.887888 -0.02 0.08 -0.06
```
Positions in Å, forces in eV/Å.

Computed properties:
calculated total energy = -3692.6745 hartree
F_max = 0.0623 Eh/bohr
gap between HOMO and LUMO = 8.43 eV
structure (SMILES) = CC[C@H](I)[Si@@](CCOCC(F)(F)F)(COc1cc(C)ccc1C(C)C)[Si](C)(C)C.COCCOC.COCCOC.COCCOC.COCCOC.COCCOC